{"formula": "C26H75N3O17", "method": "ωB97M-V/def2-TZVPD", "species": ["C", "C", "C", "O", "C", "N", "H", "H", "H", "H", "H", "H", "H", "H", "H", "H", "H", "C", "C", "C", "O", "C", "N", "H", "H", "H", "H", "H", "H", "H", "H", "H", "H", "H", "C", "C", "C", "O", "C", "N", "H", "H", "H", "H", "H", "H", "H", "H", "H", "H", "H", "C", "C", "O", "O", "H", "H", "H", "H", "H", "H", "C", "C", "O", "O", "H", "H", "H", "H", "H", "H", "C", "C", "O", "O", "H", "H", "H", "H", "H", "H", "C", "C", "O", "O", "H", "H", "H", "H", "H", "H", "C", "C", "O", "O", "H", "H", "H", "H", "H", "H", "C", "C", "O", "O", "H", "H", "H", "H", "H", "H", "C", "C", "O", "O", "H", "H", "H", "H", "H", "H"], "coordinates": [[-1.873611, 3.929801, -3.049579], [-2.214651, 4.977931, -4.056329], [-3.630491, 5.577111, -4.040539], [-4.666031, 4.616001, -4.047679], [-5.887541, 5.249981, -4.445659], [-1.174111, 5.994971, -3.878259], [-2.629741, 3.151061, -3.149239], [-2.192051, 4.269931, -2.064179], [-0.934051, 3.380391, -3.108449], [-2.190531, 4.574981, -5.068829], [-3.689231, 6.151351, -4.965149], [-3.831571, 6.273021, -3.226049], [-6.234421, 5.922301, -3.660959], [-6.544941, 4.380661, -4.460499], [-5.909861, 5.521601, -5.501039], [-1.457561, 6.585391, -4.647129], [-0.285241, 5.646361, -4.207629], [5.062659, -3.529049, 1.801781], [3.622329, -3.350579, 1.308561], [2.619959, -3.856009, 2.355701], [2.782649, -5.173999, 2.833831], [1.722129, -5.694169, 3.583411], [3.353239, -2.006039, 0.929041], [5.200869, -4.600159, 1.949171], [5.204589, -2.933159, 2.703371], [5.742229, -3.156859, 1.035131], [3.613409, -4.074619, 0.493831], [1.684049, -3.776719, 1.802651], [2.667199, -3.205929, 3.229351], [2.136859, -6.631089, 3.955271], [0.749219, -5.819209, 3.108111], [1.537879, -5.141829, 4.504861], [3.868859, -1.364389, 1.514281], [3.820559, -1.861389, 0.045411], [-1.041821, -3.620779, 5.942581], [0.286229, -2.842349, 5.957201], [0.268429, -1.587989, 5.139101], [-0.202561, -1.772739, 3.786931], [-0.033151, -0.486239, 3.077031], [0.502569, -2.512139, 7.319221], [-1.974831, -3.083169, 6.111621], [-1.074381, -4.482229, 6.609621], [-1.122711, -4.127349, 4.980841], [1.119969, -3.464139, 5.631091], [1.272179, -1.163779, 5.114171], [-0.384911, -0.910039, 5.688311], [-0.808911, 0.247211, 3.296931], [-0.160641, -0.634539, 2.004711], [0.958909, -0.038509, 3.135751], [-0.208151, -1.956159, 7.772951], [0.599119, -3.342289, 7.886341], [3.869499, 3.612031, -2.868189], [4.250949, 3.935121, -1.437229], [3.646989, 5.121851, -0.998089], [2.510339, 3.208861, -2.956339], [4.438849, 2.728161, -3.155779], [4.106059, 4.402761, -3.580149], [5.327209, 4.080751, -1.344699], [3.955379, 3.137481, -0.755669], [2.696259, 5.069291, -1.120389], [1.908489, 3.902491, -3.236069], [-0.147761, 0.871291, -0.778849], [1.295209, 0.493861, -1.045409], [1.553589, 0.771511, -2.425519], [-1.062361, -0.093789, -1.357139], [-0.369311, 1.844961, -1.215859], [-0.292931, 1.049241, 0.286691], [1.564329, -0.523999, -0.763219], [1.915289, 1.096921, -0.382139], [1.833079, 1.680681, -2.555489], [-0.925121, -0.034219, -2.305409], [-0.428191, -1.811859, -4.398969], [-1.139191, -0.639729, -5.093609], [-1.664481, 0.357591, -4.199059], [0.957649, -1.514679, -4.056279], [-0.388391, -2.685159, -5.050019], [-0.859911, -2.194619, -3.474189], [-1.950411, -0.998919, -5.726859], [-0.505661, -0.115259, -5.808919], [-2.392661, 0.754891, -4.682279], [0.934969, -0.706409, -3.538799], [-1.068151, -2.991099, 0.463861], [-1.315051, -4.014669, 1.612441], [-2.481401, -4.693499, 1.236311], [-2.135881, -1.988009, 0.463771], [-0.965221, -3.509909, -0.489199], [-0.147931, -2.473609, 0.735001], [-1.534471, -3.481809, 2.537661], [-0.536151, -4.769119, 1.722971], [-3.234651, -4.129249, 1.425621], [-1.824901, -1.486959, -0.293759], [-3.621101, 2.891191, 0.224811], [-4.266521, 1.597801, 0.595181], [-5.322481, 1.788031, 1.558741], [-2.925171, 3.590681, 1.288571], [-4.428431, 3.462581, -0.233249], [-2.834331, 2.793691, -0.523249], [-3.498371, 1.056211, 1.147191], [-4.565141, 1.039251, -0.291929], [-6.127611, 2.172521, 1.204431], [-3.559631, 3.744441, 1.992431], [1.529019, 3.170471, 1.652851], [0.241399, 3.491031, 2.457541], [0.583459, 3.980041, 3.753911], [2.226239, 2.128891, 2.305961], [2.196049, 4.032341, 1.671431], [1.216029, 2.829761, 0.665911], [-0.374641, 2.598291, 2.565291], [-0.363241, 4.328831, 2.110271], [1.107779, 4.784111, 3.741421], [2.040979, 2.276681, 3.236251], [1.202579, -5.133529, -1.311749], [1.665779, -3.843379, -2.002779], [1.847779, -3.978609, -3.359259], [0.004659, -5.756479, -1.795939], [1.005469, -4.874869, -0.271389], [2.082149, -5.773869, -1.245179], [2.545669, -3.500749, -1.458249], [0.853739, -3.133979, -1.843249], [1.782729, -3.073619, -3.672899], [0.322859, -6.201399, -2.584859]], "atomic_forces_ev_per_a": [[-2.69, -1.56, 0.63], [0.95, -0.68, 0.16], [0.53, 0.29, 0.40], [0.08, 0.52, -0.57], [0.05, -2.73, 0.48], [-1.75, 1.12, -0.85], [-0.17, -0.64, -0.36], [1.01, 0.42, 0.35], [0.28, 0.79, -0.04], [0.35, -0.51, -0.19], [-0.05, 0.33, -0.24], [0.36, 0.17, 0.37], [0.02, 0.59, -0.51], [-0.58, 0.12, 0.29], [0.42, 1.03, 0.17], [0.59, 1.34, -0.18], [0.56, -0.61, 0.15], [-0.49, 0.03, -0.12], [1.80, -2.22, 1.38], [-0.61, 0.54, -0.33], [0.68, -0.01, -1.11], [0.60, -0.33, 1.09], [-0.44, 0.67, -0.83], [0.45, 0.12, 0.38], [0.22, -0.23, 0.26], [0.16, -0.11, -0.01], [-0.72, 0.39, -0.59], [-0.57, 0.22, 0.54], [-0.38, 0.52, 0.02], [-0.47, -0.37, -0.26], [0.21, -0.04, -0.55], [0.00, 0.56, 0.03], [-0.17, 0.11, 0.60], [-0.26, 0.10, -0.50], [0.09, -1.28, -1.87], [-1.81, -1.13, 0.20], [-0.38, 0.24, -0.78], [0.80, 1.88, 0.27], [-0.42, -1.06, -0.69], [1.76, 0.88, 1.99], [0.32, 0.57, -0.02], [0.49, 0.20, 0.53], [-0.42, 0.18, -0.44], [-0.15, -0.22, -0.03], [0.12, 0.12, 0.08], [-0.19, 0.51, -0.15], [-0.03, -0.06, 0.73], [-0.11, -0.66, 0.04], [0.12, -0.21, 0.65], [-0.26, 0.13, -0.43], [0.11, -0.05, -0.07], [0.22, -0.91, 0.18], [-0.34, 0.35, -0.23], [0.34, 0.86, 0.47], [0.40, -0.71, 0.42], [0.17, -0.09, -0.18], [-0.10, 0.21, 0.22], [0.09, 0.01, -0.09], [0.07, -0.50, -0.15], [-0.38, -0.12, -0.20], [-0.47, 1.00, -0.45], [-0.15, -0.43, -0.20], [-0.15, 1.22, -0.28], [-0.10, -2.01, 0.45], [0.49, 0.41, 1.15], [0.24, 0.14, -0.29], [-0.53, -0.80, 0.21], [-0.39, -0.27, -0.41], [0.28, 0.32, -0.10], [0.30, 0.87, -0.14], [-0.33, 0.20, -0.42], [1.16, 0.28, 0.13], [-0.25, 0.05, -0.12], [0.30, -0.83, 0.04], [-1.03, -0.29, -0.81], [0.02, 0.20, -0.30], [-0.81, 0.42, 0.00], [-0.25, -0.48, 0.22], [0.69, -0.29, 0.14], [-0.08, 0.38, 0.28], [0.59, 0.71, 0.40], [0.17, 0.18, 2.14], [-0.99, 1.29, -1.46], [-1.04, -1.37, 0.17], [1.11, -1.72, -0.04], [-0.22, 0.01, -0.02], [0.44, 0.13, -0.39], [0.68, 0.11, 0.16], [0.16, 0.31, -0.06], [0.04, 0.13, -0.15], [-0.45, 1.04, -0.38], [0.50, 0.96, -0.31], [0.55, -0.08, 1.21], [0.35, -0.21, 0.13], [-0.86, -0.61, -0.55], [0.09, 0.84, 0.02], [-0.23, -0.45, -0.14], [-0.24, -0.56, -0.05], [-0.13, -0.01, 0.03], [0.18, 0.04, -0.51], [-0.13, -0.02, 0.19], [-1.26, 0.19, 0.85], [0.72, 1.53, -0.22], [0.31, -1.20, 1.51], [-0.04, -0.57, -0.07], [-0.22, 0.35, -0.68], [0.44, 0.30, -0.17], [0.05, 0.09, 0.19], [-0.11, -0.55, -1.29], [-0.04, 0.03, -0.55], [0.18, -0.08, 0.41], [0.31, 0.63, 0.63], [-1.74, -0.47, 1.22], [0.67, -0.88, -0.65], [1.37, 0.31, -0.11], [-0.11, 0.15, 0.09], [-0.17, -0.78, -0.36], [0.28, 0.12, 0.04], [0.02, 0.47, 0.24], [-0.11, 0.53, -0.70], [-0.46, -0.13, -0.37]], "de_lowest_kj_mol": 99.8, "multiplicity": 2, "charge": -1}